Model 1:
Computed, not measured: 2 unconnected molecules or ions with the total composition C3H8N3, with ωB97M-V/def2-TZVPD.

## Properties
HOMO level = -0.562 Ha
HOMO-LUMO gap = 0.335 hartree

```
! wB97M-V def2-TZVPD RIJCOSX def2/J DEFGRID3
* xyz 1 1
C 0.85667 -0.06187 0.09641
C 0.47511 1.35414 0.09899
C -1.05531 1.21461 0.01684
N -0.28609 -0.89388 0.19068
N 2.09067 -0.44499 0.03556
N -1.31558 -0.20888 0.05679
H 0.74476 1.63694 1.11759
H 0.72440 1.84390 -0.82903
H -1.59014 1.60755 0.75748
H -1.59134 1.48051 -0.84760
H 2.81498 0.19359 -0.28665
H 2.32980 -1.37111 0.30614
H -2.37312 -3.37873 -0.44148
H -1.82480 -2.97178 -0.27174
*
```


Model 2:
Computed, not measured: a gas-phase ion, C3H8N3 (charge +1), with ωB97M-V/def2-TZVPD.

## Properties
HOMO level = -0.526 Ha
structure (SMILES) = [NH3+]N1CC=NC1
HOMO-LUMO gap = 0.373 hartree

```
! wB97M-V def2-TZVPD RIJCOSX def2/J DEFGRID3
* xyz 1 1
C 1.15289 -0.78286 1.40943
C -0.31978 -0.64107 1.03135
C 1.14133 -0.47554 -0.86024
N 1.90043 -0.64309 0.35431
N -0.30720 -0.35686 -0.41105
N -0.91549 0.91560 -0.81803
H 1.54659 -0.87684 2.42704
H -0.83737 -1.58009 1.10491
H -0.82352 0.12542 1.75550
H 1.57829 0.45698 -1.51207
H 1.17183 -1.36362 -1.47531
H -0.19035 1.75227 -0.82843
H -1.77370 1.25545 -0.30511
H -1.20591 0.94415 -1.92712
*
```


Stability summary: most stable model 2, least stable model 1.


Model 1:
Computed, not measured: a gas-phase ion, C3H8N3 (charge +1), with ωB97M-V/def2-TZVPD.

## Properties
HOMO level = -0.540 Ha
structure (SMILES) = N[C@H]1CNC=[NH+]1
HOMO-LUMO gap = 0.415 hartree

```
! wB97M-V def2-TZVPD RIJCOSX def2/J DEFGRID3
* xyz 1 1
C 1.35965 0.59881 0.45147
C -0.58735 0.82007 -0.66513
C -0.43049 -0.74832 -0.38031
N 0.62913 1.43519 -0.18009
N 0.93779 -0.61125 0.48044
N -1.48200 -1.20131 0.39325
H 2.32306 0.82554 1.04174
H -0.61100 1.08961 -1.77971
H -1.45628 0.97604 0.00343
H -0.34239 -1.33894 -1.33445
H 0.88263 2.33221 -0.33787
H 1.66042 -1.32342 0.42758
H -1.23804 -2.15015 0.60772
H -1.64513 -0.70407 1.27193
*
```


Model 2:
Computed, not measured: 2 unconnected molecules or ions with the total composition C3H8N3, with ωB97M-V/def2-TZVPD.

## Properties
HOMO level = -0.508 Ha
HOMO-LUMO gap = 0.319 hartree

```
! wB97M-V def2-TZVPD RIJCOSX def2/J DEFGRID3
* xyz 1 1
C -2.43802 -0.40083 -0.35234
C -1.48747 -1.11973 0.21304
C 0.67221 1.62819 0.02641
N 2.19127 -0.26104 0.04077
N 2.71361 -1.27983 -0.14231
N 1.79478 0.80582 -0.05972
H -3.29593 -0.05397 0.19919
H -2.41422 -0.14576 -1.40045
H -0.65707 -1.50390 -0.36317
H -1.50993 -1.39605 1.25348
H 0.55194 2.14610 -0.92833
H 0.84904 2.39035 0.79216
H -0.23724 1.05130 0.25124
H 3.26703 -1.86063 0.47005
*
```


Model 3:
Computed, not measured: a gas-phase ion, C3H8N3 (charge +1), with ωB97M-V/def2-TZVPD.

## Properties
HOMO level = -0.520 Ha
structure (SMILES) = [H]/N=C/CNC=[NH2+]
HOMO-LUMO gap = 0.386 hartree

```
! wB97M-V def2-TZVPD RIJCOSX def2/J DEFGRID3
* xyz 1 1
C 1.28114 0.68156 0.36320
C -0.55436 -0.87006 0.28450
C -1.81490 -0.15794 -0.25858
N 0.20125 0.21348 0.93180
N 2.07152 0.16699 -0.59511
N -1.77501 1.05882 -0.10131
H 1.87838 1.35044 0.97013
H -0.83403 -1.82357 1.05900
H -0.06410 -1.31484 -0.53578
H -2.59452 -0.75906 -0.66419
H -0.34748 0.71816 1.57376
H 2.89337 0.70425 -0.90974
H -2.70852 1.70447 -0.24270
H 1.81758 -0.56300 -1.22187
*
```


Stability summary: most stable model 1, least stable model 2.


Model 1:
Computed, not measured: a molecular structure, C11H15NO, with ωB97M-V/def2-TZVPD.

## Properties
HOMO level = -0.286 Ha
HOMO-LUMO gap = 0.312 hartree

```
! wB97M-V def2-TZVPD RIJCOSX def2/J DEFGRID3
* xyz 0 1
C 1.08267 0.51507 1.78596
C 2.43723 -0.59936 -0.99190
C 1.50742 0.32824 3.00266
C -1.46531 -0.94626 -1.32992
C -1.08843 -0.55844 -0.15911
C 1.39106 -1.50915 -0.34503
C 0.36835 -0.53505 0.20221
C 1.02833 0.86319 0.34918
C -2.84290 -0.98111 -1.92383
C -2.01556 -0.02363 0.86071
C 0.52133 2.28053 0.02496
N 2.35584 0.62670 -0.48013
O 3.33936 -0.97136 -1.67293
H 2.19197 1.03476 3.46310
H 1.30339 -0.53624 3.66897
H -0.78606 -1.31941 -2.07968
H 0.94723 -2.16262 -1.13714
H 1.88354 -2.10486 0.38847
H -3.44889 -0.24480 -1.54279
H -2.70275 -1.00415 -2.92016
H -3.37028 -1.90074 -1.55070
H -1.42801 0.75167 1.37499
H -2.93034 0.35500 0.29629
H -2.40219 -0.77615 1.52979
H -0.16147 2.73495 0.81968
H 0.07454 2.36384 -0.88413
H 1.39091 2.89049 0.15053
H 2.81901 1.42887 -0.90007
*
```


Model 2:
Computed, not measured: C11H15NO in the gas phase, with ωB97M-V/def2-TZVPD.

## Properties
HOMO level = -0.302 Ha
structure (SMILES) = COc1cccc([C@@H]2C[C@@H]2CN)c1
HOMO-LUMO gap = 0.335 hartree

```
! wB97M-V def2-TZVPD RIJCOSX def2/J DEFGRID3
* xyz 0 1
C -4.01163 0.16298 1.64455
C -1.81918 -0.30111 0.86484
C -1.33627 -0.58977 2.14033
C -0.03722 -1.01410 2.30152
C 0.73081 -1.31475 1.12661
C 0.26428 -1.00397 -0.18279
C -1.02046 -0.45265 -0.31214
C 1.30652 -1.01009 -1.33025
C 2.66826 -0.58352 -1.15824
C 1.87825 0.12617 -2.18672
C 1.63012 1.58374 -2.02260
H -4.48276 -0.81398 1.45727
H -3.77261 0.47260 2.70090
H -4.74161 0.93218 1.26350
H -1.94936 -0.47126 3.05934
H 0.35064 -1.44092 3.23567
H 1.76674 -1.76773 1.26657
H -1.65777 -0.22792 -1.22700
H 1.17640 -1.99646 -1.91643
H 3.21475 -0.00581 -0.39000
H 3.33226 -1.40674 -1.30944
H 1.74504 0.09074 -3.30906
H 2.38996 2.16701 -2.69618
H 0.65731 1.69162 -2.49546
H 1.41725 1.56058 0.10406
H 1.43680 3.12667 -0.79580
N 1.80769 2.14247 -0.59795
O -2.94421 0.34400 0.76489
*
```


Stability summary: most stable model 2, least stable model 1.


Model 1:
Computed, not measured: 2 unconnected molecules or ions with the total composition C3H5IN2, with ωB97M-V/def2-TZVPD.

## Properties
HOMO level = -0.346 Ha
structure (SMILES) = c1cn[nH]c1.I
HOMO-LUMO gap = 0.379 hartree

```
! wB97M-V def2-TZVPD RIJCOSX def2/J DEFGRID3
* xyz 0 1
C 1.66966 0.63194 0.17001
C 0.50792 0.89604 -0.56221
C 1.48112 -0.58944 0.67373
N 0.19562 -1.06986 0.35067
N -0.33436 -0.11024 -0.43910
I -4.18699 -0.16043 0.11565
H 2.54221 1.33822 0.33923
H 0.30571 1.87747 -1.01319
H 2.15933 -1.20863 1.28913
H -4.25274 0.38752 -1.27181
H -0.08748 -1.99260 0.34790
*
```


Model 2:
Computed, not measured: a molecular structure, C3H5IN2, with ωB97M-V/def2-TZVPD.

## Properties
HOMO level = -0.334 Ha
HOMO-LUMO gap = 0.327 hartree

```
! wB97M-V def2-TZVPD RIJCOSX def2/J DEFGRID3
* xyz 0 1
C -2.02493 0.06577 -0.06893
C -0.71917 -0.61863 0.09251
C 0.46757 0.16589 -0.34261
N -0.78886 -1.77862 0.57862
N -3.04718 -0.58118 0.34616
I -4.88709 0.08366 -0.10155
H -2.00992 1.11747 -0.12716
H 0.39407 0.17584 -1.38434
H 0.53072 1.14530 0.13916
H 1.33258 -0.34869 0.01436
H 0.20251 -2.01191 0.62605
*
```


Stability summary: most stable model 1, least stable model 2.


Model 1:
Computed, not measured: a gas-phase ion, C8H12N3 (charge +1), with ωB97M-V/def2-TZVPD.

## Properties
HOMO level = -0.536 Ha
structure (SMILES) = CC[C@H](C#N)[n+]1ccn(C)c1
HOMO-LUMO gap = 0.408 hartree

```
! wB97M-V def2-TZVPD RIJCOSX def2/J DEFGRID3
* xyz 1 1
C 0.42494 0.80872 1.99623
C 0.36034 0.36391 -2.44305
C 1.07108 -0.13058 -1.40319
C -0.73431 0.88039 -0.65606
C 0.85003 -1.86316 2.85999
C -1.76341 1.76934 -2.68050
C 0.17118 -1.56895 1.55929
C 0.70826 -0.28391 1.02926
N 0.17090 1.67961 2.70232
N -0.79745 0.97645 -2.01169
N 0.31784 0.16143 -0.29893
H 0.74012 0.40648 -3.39485
H 1.87258 -0.83894 -1.54976
H -1.50142 1.20487 -0.01638
H 0.76964 -0.97910 3.56258
H 1.85501 -2.03836 2.45799
H 0.38672 -2.69273 3.37945
H -1.29019 2.59549 -3.31193
H -2.62142 1.22106 -3.10167
H -2.31842 2.52925 -2.03104
H 0.46231 -2.32402 0.84380
H -0.90436 -1.51494 1.64445
H 1.77004 -0.36232 0.86370
*
```


Model 2:
Computed, not measured: a gas-phase ion, C8H12N3 (charge +1), with ωB97M-V/def2-TZVPD.

## Properties
HOMO level = -0.449 Ha
structure (SMILES) = C[C@]1([NH3+])Cn2cccc2C=N1
HOMO-LUMO gap = 0.324 hartree

```
! wB97M-V def2-TZVPD RIJCOSX def2/J DEFGRID3
* xyz 1 1
C 0.07750 2.66033 1.91430
C 1.17905 1.80573 1.92628
C -0.80385 2.16742 1.03706
C 0.89047 0.76591 1.07533
C 1.45966 -0.44561 0.71054
C -1.12880 -0.03786 -0.12647
C -0.12450 -0.96685 -0.79164
C 0.35759 -0.59775 -2.24330
N 1.03886 -1.32976 -0.10445
N -0.35001 0.99852 0.52531
N -0.81180 -2.43505 -0.77898
H 0.18463 3.51797 2.38444
H 2.14285 1.90396 2.30106
H -1.70654 2.70475 0.99126
H 2.50660 -0.73948 1.03207
H -1.88773 0.46670 -0.78598
H -1.78322 -0.56461 0.62083
H 1.26098 -1.15048 -2.47918
H 0.59490 0.39954 -2.22247
H -0.41188 -0.68476 -3.10862
H 0.00069 -3.00010 -1.04213
H -1.85625 -2.63728 -1.07981
H -0.82918 -2.80123 0.24455
*
```


Stability summary: most stable model 1, least stable model 2.


Model 1:
Computed, not measured: C22H23N3O4 in the gas phase, with ωB97M-V/def2-TZVPD.

## Properties
HOMO level = -0.313 Ha
structure (SMILES) = C/C(=N/NC(=O)CNC(=O)c1ccc2c(c1)OCO2)c1ccc2c(c1)CCCC2
HOMO-LUMO gap = 0.336 hartree

```
! wB97M-V def2-TZVPD RIJCOSX def2/J DEFGRID3
* xyz 0 1
C -4.41937 -2.55802 -0.74343
C -3.43161 -1.70033 -0.01887
N -2.79294 -2.24230 0.93695
N -1.89381 -1.54383 1.67278
C -1.31634 -2.10946 2.76125
O -1.51570 -3.23076 3.16190
C -0.31681 -1.15303 3.44131
N 0.92874 -1.10108 2.70656
C 1.08388 -0.29233 1.63297
O 0.20565 0.47117 1.26297
C 2.40344 -0.39287 0.95029
C 3.57367 -0.67561 1.64448
C 4.80438 -0.74630 0.99814
C 4.81476 -0.53222 -0.35951
C 3.64188 -0.23859 -1.06191
C 2.42882 -0.15639 -0.43055
H 1.52219 0.07821 -0.96049
O 3.93879 -0.06694 -2.38534
C 5.33267 -0.25768 -2.49910
O 5.86922 -0.55010 -1.22504
H 5.53695 -1.09472 -3.18532
H 5.80017 0.65826 -2.89387
H 5.71365 -0.95721 1.53499
H 3.54640 -0.81343 2.71451
H 1.58340 -1.85072 2.85966
H -0.11959 -1.51617 4.45049
H -0.72865 -0.14147 3.47827
H -1.63736 -0.58841 1.40737
C -3.28954 -0.29631 -0.46872
C -2.06624 0.19078 -0.91235
C -1.90892 1.51312 -1.30802
C -3.00117 2.37476 -1.25046
C -4.22868 1.88294 -0.81933
C -4.38110 0.56748 -0.43418
H -5.33886 0.21357 -0.08181
H -5.07787 2.55124 -0.78100
C -2.88904 3.81616 -1.66406
C -1.44490 4.30369 -1.65478
C -0.58228 3.33038 -2.44745
C -0.54718 1.98448 -1.73332
H -0.08564 1.23156 -2.37798
H 0.06429 2.06488 -0.82859
H 0.43344 3.71602 -2.55485
H -1.00294 3.20821 -3.44864
H -1.38920 5.30605 -2.08431
H -1.08053 4.35391 -0.62656
H -3.50344 4.43315 -1.00379
H -3.29809 3.91960 -2.67542
H -1.21762 -0.47780 -0.96783
H -4.42719 -3.55150 -0.30608
H -4.15118 -2.62212 -1.79730
H -5.41511 -2.12315 -0.67976
*
```


Model 2:
Computed, not measured: a molecular structure, C22H23N3O4, with ωB97M-V/def2-TZVPD.

## Properties
HOMO level = -0.267 Ha
HOMO-LUMO gap = 0.256 hartree

```
! wB97M-V def2-TZVPD RIJCOSX def2/J DEFGRID3
* xyz 0 1
C -3.47958 -2.21285 1.20680
C -1.95099 -1.94156 0.76383
C -1.42495 -2.20391 -0.49499
C -0.19769 -2.11625 -0.79880
C 0.62734 -1.67086 0.00452
C 0.01665 -1.19615 1.44351
C -1.34585 -1.45217 1.85508
H -1.66691 -1.00917 2.52967
H 0.67560 -0.64032 2.02990
C 2.04363 -1.28303 -0.16120
N 2.53106 -0.11364 0.53366
N 3.75427 0.14478 0.13354
C 4.76677 -0.90258 -0.57674
O 5.90301 -0.26746 -0.63194
C 4.18680 -2.08988 -1.00360
C 2.64930 -2.01438 -1.12100
H 2.33838 -3.14204 -1.33368
H 2.56774 -1.48021 -2.10331
H 4.90454 -2.35151 -1.76174
H 4.29589 -2.69848 0.09763
C 4.27069 1.31820 0.68789
C 3.05184 2.32133 1.37942
C 2.26534 2.70089 0.10040
O 2.52683 3.44263 -0.62961
N 1.08036 2.11497 -0.19212
H 1.04400 1.18527 0.66667
C 0.17690 1.82336 -1.06803
C -1.20442 1.87248 -0.66367
C -1.78489 2.13071 0.70428
C -2.97001 1.88147 1.09962
C -3.80945 1.32039 0.13426
C -3.39352 0.71821 -1.17403
C -2.04800 1.01471 -1.45365
H -1.75916 0.47922 -2.44900
O -4.40202 -0.00444 -1.67478
C -5.45528 0.37850 -0.80058
O -5.10102 0.83789 0.18387
H -5.88852 -0.80555 -0.33700
H -6.30005 0.80197 -1.33411
H -3.47555 2.40642 2.07491
H -0.96097 2.66098 1.38284
H 0.10439 3.09087 -1.24551
H 0.36877 1.25853 -1.82134
H 2.54638 1.60265 2.03960
H 3.50585 3.20879 1.53396
H 5.14418 1.06358 1.61114
H 4.98053 1.70343 0.03396
H 0.24773 -2.51430 -1.70777
H -2.20227 -2.65951 -1.30795
H -4.22287 -2.46482 0.29669
H -3.55255 -2.95933 1.81890
H -3.97824 -1.28787 1.49963
*
```


Stability summary: most stable model 1, least stable model 2.


Model 1:
Computed, not measured: 2 unconnected molecules or ions with the total composition HIN3P, with ωB97M-V/def2-TZVPD.

## Properties
HOMO level (spin up / spin down) = -0.295 / -0.295 Ha
HOMO-LUMO gap (spin up / spin down) = 0.245 / 0.245 hartree

```
! wB97M-V def2-TZVPD RIJCOSX def2/J DEFGRID3
* xyz 0 1
N 1.85834 0.92937 0.15873
N 1.14174 0.14027 -0.29507
N 0.65436 -0.86388 -0.49838
P -2.21377 -0.24243 -0.34346
I -3.48636 -1.79359 0.97476
H 2.04569 1.83027 0.00341
*
```


Model 2:
Computed, not measured: 2 unconnected molecules or ions with the total composition HIN3P, with ωB97M-V/def2-TZVPD.

## Properties
HOMO level = -0.375 Ha
HOMO-LUMO gap = 0.358 hartree

```
! wB97M-V def2-TZVPD RIJCOSX def2/J DEFGRID3
* xyz 0 1
N 0.23219 1.51614 -0.52332
N -0.67466 1.41630 0.10657
N -2.50667 -0.75442 -0.47854
P -1.58554 -0.44205 0.61776
I 1.89173 -1.52502 0.35222
H 2.64295 -0.21095 -0.07468
*
```


Stability summary: most stable model 2, least stable model 1.


Model 1:
Computed, not measured: C4H6N4O in the gas phase, with ωB97M-V/def2-TZVPD.

## Properties
HOMO level = -0.359 Ha
structure (SMILES) = [H]/N=C1/N=C(C)C(=O)N1N
HOMO-LUMO gap = 0.336 hartree

```
! wB97M-V def2-TZVPD RIJCOSX def2/J DEFGRID3
* xyz 0 1
C 1.12045 1.07946 2.07769
C 0.31339 0.69704 0.92865
C -1.38328 0.10164 -0.36093
C 0.89513 -0.12146 -0.16232
H 2.12731 1.20673 1.69646
H 1.27341 0.25092 2.86631
H 0.71624 1.94177 2.56270
H -2.77389 -0.41260 -1.61303
H -0.38001 -1.02955 -2.89140
H -0.21950 -2.36048 -1.78078
N -1.00477 0.78106 0.86726
N -2.57541 0.01658 -0.71353
N -0.17012 -0.45119 -0.97449
N 0.03707 -1.41984 -2.00177
O 2.02397 -0.28009 -0.50081
*
```


Model 2:
Computed, not measured: 3 unconnected molecules or ions with the total composition C4H6N4O, with ωB97M-V/def2-TZVPD.

## Properties
HOMO level = -0.303 Ha
HOMO-LUMO gap = 0.274 hartree

```
! wB97M-V def2-TZVPD RIJCOSX def2/J DEFGRID3
* xyz 0 1
C 1.29430 -0.43346 -0.21400
C 1.22842 0.87047 -0.28707
C -0.14333 1.06286 -0.08795
C -2.03171 -0.45038 0.32865
H 3.47059 -0.08207 0.89353
H 3.18704 -2.05548 -0.60408
H 1.94380 1.55413 -0.75356
H -1.03756 2.92914 -0.03501
H -2.61568 0.45295 0.91403
H -3.67513 -1.58674 0.01235
N 2.50401 -1.05308 0.28939
N -1.09128 1.87301 -0.04734
N -0.66287 -0.22126 0.08002
N -2.53023 -1.63811 -0.32920
O 0.15965 -1.22198 -0.15976
*
```


Stability summary: most stable model 1, least stable model 2.